Below is C4H10N2 in the gas phase at a distorted geometry, with properties calculated with ωB97M-V/def2-TZVPD.

- Orbital gap: 9.1131 eV
- Spin multiplicity: 1
- HOMO: -8.1 eV
- ΔE to the lowest compared entry with this formula, charge and spin: 319.1 kJ/mol
- Molar mass: 86.14 g/mol
- SMILES string: CC/C(N)=C/N
- E_LUMO: 0.99 eV

Structure (XYZ):
```
16
Properties=species:S:1:pos:R:3:mulliken_charge:R:1
C -0.568 -1.873 0.112 -1.153
C 0.663 -0.996 -0.741 -0.493
C 0.431 0.422 -0.369 0.008
C -0.696 1.043 -0.143 -0.238
N -0.800 1.971 1.026 -0.579
N 1.611 1.187 -0.109 -0.532
H -0.277 -2.948 -0.094 0.347
H -0.659 -1.672 1.149 0.383
H -1.517 -1.893 -0.530 0.295
H 1.590 -1.328 -0.384 0.386
H 0.391 -1.308 -1.866 0.250
H -1.673 0.758 -0.501 0.397
H -1.622 1.412 1.471 0.275
H -1.131 2.917 0.830 0.220
H 1.830 1.040 0.874 0.213
H 2.426 1.269 -0.725 0.221
```